ORCA calculation (the ωB97M-V functional and the def2-TZVPD basis) on a 2-piece molecular cluster, C2H5OS overall.

Last columns: bonded neighbours and bond lengths (Å).
Positions of all 9 atoms, in Å:
1 H -1.991 -0.883 -0.095  C8 1.099
2 H -0.150 -2.872 0.736  C3 1.102
3 C -0.809 -2.150 1.245  H2 1.102, H7 1.082, C8 1.497, H9 1.094
4 H 3.104 3.243 0.280  S5 1.342
5 S 2.390 3.179 -0.854  H4 1.342
6 O -2.711 -2.789 0.005  C8 1.205
7 H -1.121 -2.468 2.231  C3 1.082
8 C -1.931 -1.914 0.282  H1 1.099, C3 1.497, O6 1.205
9 H -0.076 -1.338 1.256  C3 1.094

HOMO energy	-2.4107	eV
Kohn-Sham gap	5.63	eV
ΔE to the lowest compared entry with this formula, charge and spin	54.8	kJ/mol
charge	-1
2S+1	1


ORCA calculation (the ωB97M-V functional and the def2-TZVPD basis) on a 2-piece molecular cluster, C2H5OS overall.

Last columns: bonded neighbours and bond lengths (Å).
Positions of all 9 atoms, in Å:
1 C -1.650 0.588 0.148  C5 1.328, H7 1.088, H9 1.094
2 S 1.584 0.507 -0.940  H4 1.340
3 H 0.318 -0.785 0.385  O8 0.987
4 H 2.570 1.298 -0.496  S2 1.340
5 C -1.518 -0.563 0.796  C1 1.328, H6 1.078, O8 1.354
6 H -2.287 -0.943 1.449  C5 1.078
7 H -0.836 1.063 -0.397  C1 1.088
8 O -0.386 -1.304 0.842  H3 0.987, C5 1.354
9 H -2.661 1.004 0.182  C1 1.094

HOMO energy	-3.0241	eV
Kohn-Sham gap	7.26	eV
ΔE to the lowest compared entry with this formula, charge and spin	23.6	kJ/mol
charge	-1
2S+1	1


ORCA calculation (the ωB97M-V functional and the def2-TZVPD basis) on a 2-piece molecular cluster, C2H5OS overall.

Last columns: bonded neighbours and bond lengths (Å).
Positions of all 9 atoms, in Å:
1 H -2.015 0.802 -0.137  C2 1.135
2 C -1.070 1.430 -0.121  H1 1.135, H3 1.120, C6 1.456, H8 1.101
3 H -1.218 2.496 -0.435  C2 1.120
4 H 0.078 -0.265 -0.808  C6 1.124
5 S 0.866 -1.631 1.478  H7 1.376
6 C -0.250 0.763 -1.121  C2 1.456, H4 1.124, O9 1.283
7 H 0.310 -1.658 2.737  S5 1.376
8 H -0.630 1.537 0.882  C2 1.101
9 O -0.308 1.254 -2.305  C6 1.283

HOMO energy	-2.8087	eV
Kohn-Sham gap	6.80	eV
ΔE to the lowest compared entry with this formula, charge and spin	58.2	kJ/mol
charge	-1
2S+1	1


ORCA calculation (the ωB97M-V functional and the def2-TZVPD basis) on the molecule C2H5PS.

Last columns: bonded neighbours and bond lengths (Å).
Positions of all 9 atoms, in Å:
1 C -0.547 1.024 -0.491  H2 1.079, C4 1.473, H5 1.053, H8 1.174
2 H -0.658 1.672 -1.347  C1 1.079
3 S -0.042 -1.301 -2.224  C4 1.775
4 C 0.182 -0.206 -0.846  C1 1.473, S3 1.775, P6 1.845
5 H -0.099 1.378 0.393  C1 1.053
6 P 1.470 -1.013 0.199  C4 1.845, H7 1.429, H9 1.404
7 H 2.192 0.076 0.778  P6 1.429
8 H -1.671 0.752 -0.287  C1 1.174
9 H 2.333 -0.962 -0.907  P6 1.404

HOMO energy (alpha / beta)	-8.6380 / -8.6376	eV
Kohn-Sham gap (alpha / beta)	7.87 / 7.87	eV
ΔE to the lowest compared entry with this formula, charge and spin	83.3	kJ/mol
structure (SMILES)	CC(P)=S
2S+1	1


ORCA calculation (the ωB97M-V functional and the def2-TZVPD basis) on a 2-piece molecular cluster, C2H5PS overall.

Last columns: bonded neighbours and bond lengths (Å).
Positions of all 9 atoms, in Å:
1 C 3.009 -0.270 -0.136  C3 1.203, H9 1.059
2 P -0.858 -0.323 -0.331  S4 1.998, H5 1.346, H7 1.410, H8 1.398
3 C 2.235 -0.003 -1.017  C1 1.203, H6 1.065
4 S -0.713 1.486 0.504  P2 1.998
5 H -1.927 -1.082 -0.025  P2 1.346
6 H 1.426 0.307 -1.637  C3 1.065
7 H -0.901 -0.432 -1.736  P2 1.410
8 H 0.166 -1.179 0.085  P2 1.398
9 H 3.584 -0.931 0.460  C1 1.059

HOMO energy (alpha / beta)	-4.4947 / -9.8141	eV
Kohn-Sham gap (alpha / beta)	5.34 / 6.94	eV
ΔE to the lowest compared entry with this formula, charge and spin	360.2	kJ/mol
2S+1	3
⟨S²⟩	2.00


ORCA calculation (the ωB97M-V functional and the def2-TZVPD basis) on the molecule C2H5PS2.

Last columns: bonded neighbours and bond lengths (Å).
Positions of all 10 atoms, in Å:
1 C 0.201 0.150 -1.334  H4 1.115, H6 1.069, H7 1.071, C8 1.536
2 S -1.000 1.947 0.677  C8 1.779, S9 2.100
3 P -2.765 -0.611 -0.777  H5 1.318, S9 2.036
4 H -0.032 0.978 -2.044  C1 1.115
5 H -3.480 -1.231 0.140  P3 1.318
6 H 1.176 -0.239 -1.537  C1 1.069
7 H -0.554 -0.596 -1.475  C1 1.071
8 C -0.004 0.580 0.126  C1 1.536, S2 1.779, S9 1.848, H10 1.065
9 S -1.601 -0.061 0.800  S2 2.100, P3 2.036, C8 1.848
10 H 0.788 0.210 0.733  C8 1.065

HOMO energy	-7.6553	eV
Kohn-Sham gap	7.45	eV
ΔE to the lowest compared entry with this formula, charge and spin	199.9	kJ/mol
2S+1	1


no.,strongest force on any atom (eV Å⁻¹),calculated total energy (eV)
1,2.031,-15038.005
2,1.072,-15038.328
3,4.408,-15037.970
4,4.516,-22277.041
5,5.900,-22271.523
6,2.683,-33112.024